Entry 1:
This record from the OMol25 dataset describes 2 unconnected molecules or ions with the total composition C3H5NO2. The level of theory is ωB97M-V/def2-TZVPD.

Output
Total energy in Eh: -322.44690
Max |F| in eV Å⁻¹: 1.39
LUMO in eV: -0.74
SMILES: N#CC(=O)CO.[H][H]

```
! RIJCOSX wB97M-V def2-TZVPD def2/J DEFGRID3
* xyz 0 1
N -2.7946 -1.1249 -0.5479
C -1.8360 -0.5024 -0.3708
C -0.6041 0.2986 -0.2939
O -0.6445 1.5093 -0.2959
C 0.7567 -0.3796 -0.4426
O 1.6777 0.4335 0.2393
H 0.9811 -0.3630 -1.5140
H 0.8051 -1.4075 -0.0636
H 1.3105 1.3313 0.1171
H 0.5459 0.1984 1.5595
H -0.1977 0.0064 1.6129
*
```

Mulliken population analysis, charges in e, atoms 1 to 6: atom 1 (N): -0.323, atom 2 (C): 0.105, atom 3 (C): 0.527, atom 4 (O): -0.527, atom 5 (C): -0.361, atom 6 (O): -0.513



Entry 2:
This record from the OMol25 dataset describes 2 unconnected molecules or ions with the total composition C3H5NO2. The level of theory is ωB97M-V/def2-TZVPD.

Output
Total energy in Eh: -322.54505
Max |F| in eV Å⁻¹: 1.35
LUMO in eV: 0.72

```
! RIJCOSX wB97M-V def2-TZVPD def2/J DEFGRID3
* xyz 0 1
C 1.2833 -0.4591 0.0228
N -0.0975 -0.2950 -0.3769
C -0.8577 2.7186 0.0798
O -0.9741 3.4878 0.9029
C -1.0286 -1.2542 -0.1508
O -0.8039 -2.3353 0.3554
H 1.8997 -0.8654 -0.7872
H 1.3205 -1.1526 0.8650
H 1.6918 0.5080 0.3303
H -0.3943 0.5881 -0.7630
H -2.0394 -0.9411 -0.4784
*
```

Mulliken population analysis, charges in e, atoms 1 to 6: atom 1 (C): -0.781, atom 2 (N): -0.069, atom 3 (C): 0.058, atom 4 (O): -0.111, atom 5 (C): 0.073, atom 6 (O): -0.572



- What is the total energy in the first record?
  -322.44690 Eh



- The highest total energy belongs to which entry?
  number 1



What did the first record say?
This record from the OMol25 dataset describes 2 unconnected molecules or ions with the total composition C3H5NO2. The level of theory is ωB97M-V/def2-TZVPD.

Output
Total energy in Eh: -322.44690
Max |F| in eV Å⁻¹: 1.39
LUMO in eV: -0.74
SMILES: N#CC(=O)CO.[H][H]

```
! RIJCOSX wB97M-V def2-TZVPD def2/J DEFGRID3
* xyz 0 1
N -2.7946 -1.1249 -0.5479
C -1.8360 -0.5024 -0.3708
C -0.6041 0.2986 -0.2939
O -0.6445 1.5093 -0.2959
C 0.7567 -0.3796 -0.4426
O 1.6777 0.4335 0.2393
H 0.9811 -0.3630 -1.5140
H 0.8051 -1.4075 -0.0636
H 1.3105 1.3313 0.1171
H 0.5459 0.1984 1.5595
H -0.1977 0.0064 1.6129
*
```

Mulliken population analysis, charges in e, atoms 1 to 6: atom 1 (N): -0.323, atom 2 (C): 0.105, atom 3 (C): 0.527, atom 4 (O): -0.527, atom 5 (C): -0.361, atom 6 (O): -0.513



- The highest LUMO belongs to which entry?
  number 2